Density functional theory data (the ωB97M-V functional and the def2-TZVPD basis) for a molecular structure, C34H43AsOSSb2Y at a distorted geometry.

For the relative energy (zero: lowest compared OMol25 entry of this formula, charge and spin), the calculation gives 1.645 eV. Its total charge is +3. As for the gap between HOMO and LUMO: 6.2 eV.

XYZ file:
```
83
Properties=species:S:1:pos:R:3:forces:R:3
Y 0.705 0.231 0.594 -1.09 -1.37 1.89
C -1.746 -3.981 -1.067 0.14 0.18 0.34
Sb -0.153 -2.580 -0.737 0.30 0.08 -0.69
C -0.397 -1.424 -2.543 -0.01 -0.04 0.30
C 1.560 -3.881 -1.299 -0.45 0.32 0.29
C 2.085 -3.477 -2.628 0.17 0.06 -0.25
C 1.433 -3.939 -3.775 0.04 0.02 0.17
C 1.813 -3.527 -5.039 0.00 0.02 -0.04
C 2.854 -2.616 -5.179 -0.06 -0.03 -0.06
C 3.537 -2.185 -4.058 0.08 0.00 0.09
C 3.194 -2.625 -2.776 -0.20 -0.10 -0.20
C 4.094 -2.280 -1.640 -0.12 0.43 0.45
Sb 3.608 -0.444 -0.537 0.15 0.11 -0.40
C 5.409 -0.061 0.551 -0.21 -0.10 -0.04
C 3.878 0.993 -2.101 -0.03 -0.13 0.09
H -1.460 -4.928 -0.615 -0.02 0.00 0.00
H -1.847 -4.090 -2.145 0.05 0.03 -0.02
H -2.682 -3.635 -0.637 0.00 0.05 -0.01
H -0.318 -2.074 -3.411 0.09 -0.01 -0.02
H 0.372 -0.649 -2.617 -0.01 0.00 -0.11
H -1.385 -0.961 -2.522 0.01 0.03 0.05
H 1.115 -4.875 -1.311 0.04 -0.03 0.00
H 2.279 -3.825 -0.487 0.01 -0.06 0.00
H 0.624 -4.653 -3.658 -0.01 0.01 -0.05
H 1.311 -3.920 -5.912 -0.01 0.02 0.01
H 3.151 -2.280 -6.162 0.03 0.00 0.02
H 4.395 -1.532 -4.177 0.01 -0.02 -0.02
H 5.095 -2.040 -1.998 0.03 -0.03 0.02
H 4.172 -3.068 -0.895 0.06 0.00 0.00
H 6.222 -0.150 -0.167 0.01 0.00 0.01
H 5.546 -0.778 1.356 -0.02 -0.01 0.00
H 5.382 0.950 0.950 0.00 0.00 0.00
H 4.875 0.838 -2.512 -0.01 0.01 -0.02
H 3.816 2.003 -1.699 0.00 0.00 0.00
H 3.137 0.861 -2.887 0.00 -0.02 0.00
C -2.196 6.309 -2.505 0.01 0.00 -0.02
C -1.802 5.209 -3.257 0.01 -0.01 -0.04
C -1.453 4.028 -2.624 0.06 -0.13 0.13
C -1.524 3.957 -1.234 0.32 -0.27 0.04
C -1.895 5.057 -0.472 -0.04 -0.07 0.04
C -2.236 6.236 -1.120 0.00 0.04 -0.04
As -1.120 2.269 -0.362 -0.34 0.48 -0.16
C -2.632 1.106 -0.715 0.07 0.00 0.25
C -3.482 1.274 -1.799 0.15 -0.02 -0.01
C -4.509 0.362 -2.011 0.04 0.03 0.00
C -4.697 -0.696 -1.132 -0.03 -0.08 0.01
C -3.860 -0.855 -0.034 -0.03 -0.05 0.04
C -2.822 0.041 0.168 0.20 0.05 -0.04
C -1.303 2.616 1.544 0.21 -0.11 -0.15
C -2.540 2.752 2.168 -0.07 -0.11 0.02
C -2.599 3.053 3.521 -0.01 -0.02 -0.08
C -1.428 3.218 4.254 0.06 0.01 0.02
C -0.190 3.084 3.642 0.08 -0.01 0.11
C -0.130 2.779 2.289 -0.03 -0.11 -0.28
H -2.462 7.230 -3.005 -0.01 0.00 0.02
H -1.762 5.274 -4.336 0.01 0.00 0.00
H -1.125 3.170 -3.200 -0.02 0.04 -0.09
H -1.927 5.009 0.608 -0.01 0.01 0.01
H -2.532 7.101 -0.542 0.00 -0.01 0.02
H -3.349 2.112 -2.470 -0.05 0.02 -0.04
H -5.171 0.491 -2.857 -0.02 0.00 0.02
H -5.510 -1.393 -1.287 -0.02 0.03 -0.02
H -4.045 -1.646 0.682 0.03 -0.03 -0.04
H -2.195 -0.051 1.060 -0.13 -0.03 0.03
H -3.449 2.638 1.590 -0.02 -0.01 0.05
H -3.561 3.176 4.001 0.00 0.01 0.00
H -1.482 3.477 5.304 0.00 0.00 0.00
H 0.719 3.250 4.206 -0.01 0.01 0.00
H 0.845 2.783 1.783 0.02 0.07 0.04
O 0.173 -0.696 2.682 0.72 0.82 -1.66
S -0.706 -1.125 3.887 0.07 -0.03 0.14
C -0.095 -2.787 4.330 -0.16 -0.05 0.04
C 0.298 -2.714 5.801 0.04 0.13 0.08
C 0.979 -1.361 5.987 -0.01 -0.09 -0.02
C 0.042 -0.340 5.353 0.06 -0.06 -0.01
H 0.758 -2.965 3.675 0.02 0.08 -0.02
H -0.875 -3.518 4.122 -0.02 0.06 -0.06
H 0.948 -3.545 6.069 -0.02 -0.03 -0.04
H -0.592 -2.775 6.430 0.02 -0.05 0.02
H 1.949 -1.348 5.487 0.00 -0.01 0.01
H 1.143 -1.132 7.039 0.00 0.04 -0.01
H 0.520 0.578 5.015 -0.10 0.03 -0.05
H -0.794 -0.088 6.008 -0.03 0.00 -0.04
```
Forces are in eV/Å.

Density functional theory data (the ωB97M-V functional and the def2-TZVPD basis) for a molecular structure, C34H43ClCsGeN6O4S2Sb at a distorted geometry.

For the relative energy (zero: lowest compared OMol25 entry of this formula, charge and spin), the calculation gives 0.000 eV. Its total charge is -2. As for the gap between HOMO and LUMO (spin up / spin down): 5.9 / 3.6 eV.

XYZ file:
```
93
Properties=species:S:1:pos:R:3:forces:R:3
Cs -0.871 -0.258 -0.165 1.61 0.31 2.86
C 0.860 0.759 5.259 -0.03 0.00 0.12
C 0.226 0.959 3.907 -0.18 0.12 0.11
N 0.595 0.223 2.861 -0.17 0.16 -0.37
N 1.709 -0.553 3.085 0.26 -0.29 0.10
C 1.810 -1.825 2.707 0.13 0.18 0.13
N 3.129 -2.309 2.753 0.01 0.01 0.05
S 0.559 -2.829 2.276 -0.20 -0.18 -0.05
C -0.812 1.916 3.708 0.26 -0.22 -0.05
C -1.600 2.450 4.767 -0.08 0.16 0.13
C -2.635 3.308 4.498 0.06 -0.08 0.07
C -2.919 3.655 3.168 0.03 -0.01 -0.12
C -2.116 3.072 2.190 -0.01 0.16 0.03
N -1.100 2.260 2.409 -0.17 -0.05 -0.13
H 1.891 1.134 5.288 0.01 -0.01 -0.02
H 0.899 -0.302 5.524 -0.03 0.00 -0.01
H 0.324 1.293 6.041 0.02 -0.03 -0.03
H 2.526 -0.125 3.507 0.03 -0.04 -0.07
H 3.792 -1.685 2.312 0.00 -0.03 -0.02
H 3.157 -3.228 2.335 0.01 0.03 0.00
H -1.432 2.139 5.791 0.02 0.03 -0.03
H -3.244 3.687 5.312 0.00 0.01 0.00
H -3.731 4.319 2.900 0.00 -0.02 0.00
H -2.306 3.296 1.142 -0.01 0.03 0.00
C -6.097 -0.561 1.965 -0.02 0.02 -0.01
N -5.090 -1.416 1.409 0.06 -0.08 0.03
C -5.425 -2.535 0.555 0.01 0.04 -0.11
C -4.046 -3.088 0.196 0.00 -0.18 -0.10
N -3.241 -2.605 1.314 -0.07 0.07 -0.07
C -3.823 -1.522 1.899 -0.08 0.06 -0.19
S -3.093 -0.495 2.963 0.05 0.13 0.30
H -6.680 -0.101 1.164 0.00 -0.01 0.00
H -5.599 0.214 2.545 -0.01 0.01 0.00
H -6.778 -1.118 2.623 0.00 0.00 0.00
H -5.980 -2.201 -0.323 0.00 -0.01 -0.02
H -6.037 -3.273 1.094 0.01 0.03 0.04
H -3.685 -2.692 -0.757 -0.06 0.00 0.11
H -4.044 -4.173 0.149 -0.01 -0.01 0.05
H -2.230 -2.623 1.287 0.00 -0.12 0.15
C -3.674 4.734 -1.082 -0.03 0.06 -0.05
Sb -3.084 2.768 -1.795 0.04 0.07 0.11
C -2.993 3.417 -3.850 -0.07 -0.09 -0.04
C -5.121 2.077 -1.742 0.00 -0.06 -0.11
H -4.527 5.097 -1.660 0.00 0.01 0.01
H -2.847 5.438 -1.189 0.00 0.00 0.01
H -3.951 4.685 -0.027 0.01 -0.01 -0.02
H -3.876 3.063 -4.384 0.00 0.00 0.01
H -2.113 2.989 -4.327 -0.01 -0.01 0.02
H -2.954 4.507 -3.891 0.02 0.00 0.01
H -5.635 2.348 -2.665 -0.01 0.01 0.01
H -5.623 2.545 -0.894 0.01 -0.03 0.02
H -5.125 0.994 -1.633 0.01 0.00 -0.01
C 1.028 -2.636 -1.865 -0.07 0.10 -0.13
Ge 0.243 -3.488 -3.357 0.16 -0.16 -0.34
C 1.333 -5.001 -4.106 -0.13 0.22 0.10
C 2.681 -4.792 -4.390 0.07 0.10 -0.03
C 3.489 -5.812 -4.871 0.03 -0.07 -0.02
C 2.960 -7.081 -5.072 -0.04 0.01 0.02
C 1.620 -7.312 -4.790 0.09 -0.03 -0.02
C 0.823 -6.280 -4.312 -0.16 -0.02 -0.02
C 0.137 -1.493 -5.485 0.03 0.14 -0.16
C 1.287 -0.822 -5.056 0.02 0.04 -0.04
C 1.661 0.372 -5.651 0.00 -0.01 0.01
C 0.915 0.926 -6.683 0.05 0.06 -0.01
C -0.232 0.266 -7.108 -0.02 -0.02 0.00
C -0.620 -0.925 -6.522 0.08 0.02 0.07
C -1.474 -4.356 -2.946 0.07 0.13 0.05
C -2.561 -4.385 -3.813 -0.01 0.05 -0.13
C -3.727 -5.061 -3.475 -0.05 0.02 -0.02
C -3.814 -5.736 -2.267 0.02 -0.08 0.06
C -2.736 -5.711 -1.388 -0.05 -0.16 -0.06
C -1.586 -5.015 -1.721 0.13 0.01 -0.01
H 1.987 -2.200 -2.205 0.00 0.02 0.07
H 3.110 -3.807 -4.231 0.00 -0.02 0.03
H 4.535 -5.620 -5.084 0.00 0.00 -0.01
H 3.589 -7.884 -5.439 0.00 0.00 -0.01
H 1.196 -8.298 -4.941 0.00 0.00 0.00
H -0.224 -6.476 -4.101 0.02 0.00 0.02
H 1.858 -1.225 -4.229 -0.03 -0.02 -0.02
H 2.547 0.882 -5.290 -0.01 0.01 -0.01
H 1.211 1.865 -7.136 -0.01 -0.01 0.01
H -0.841 0.692 -7.898 0.01 0.00 0.01
H -1.526 -1.430 -6.830 0.01 -0.02 0.01
H -2.491 -3.866 -4.762 -0.01 0.01 0.03
H -4.571 -5.056 -4.156 0.01 -0.02 0.00
H -4.718 -6.275 -2.006 0.00 0.02 0.01
H -2.794 -6.232 -0.439 -0.03 0.00 0.02
H -0.754 -4.975 -1.024 -0.02 0.01 0.01
O -0.276 -2.652 -4.984 -0.09 -0.40 0.44
Cl -2.239 -0.719 -2.965 -0.24 0.17 -0.36
O -3.127 0.072 -3.824 -0.26 0.11 -0.20
O -2.934 -0.837 -1.635 -0.63 -0.26 -1.02
O -1.019 0.097 -2.735 -0.36 -0.13 -1.15
```
Forces are in eV/Å.

Density functional theory data (the ωB97M-V functional and the def2-TZVPD basis) for a molecular structure, C34H43F4N4OTl at a distorted geometry.

For the relative energy (zero: lowest compared OMol25 entry of this formula, charge and spin), the calculation gives 0.000 eV. As for the gap between HOMO and LUMO: 6.3 eV.

XYZ file:
```
87
Properties=species:S:1:pos:R:3:forces:R:3
Tl -0.546 -0.136 0.070 -0.34 0.56 0.01
C -3.016 1.874 -1.803 0.09 -0.09 0.15
N -2.923 1.472 -0.409 -0.21 0.19 0.07
C -4.181 0.919 0.064 0.10 0.00 -0.08
C -2.528 2.582 0.452 0.32 0.05 -0.11
C -1.253 3.316 0.026 -0.08 -0.04 0.02
N -0.192 2.413 -0.357 -0.62 -0.85 0.35
C 0.963 2.910 -0.753 0.67 0.41 -0.32
C 1.942 2.039 -1.316 -0.10 -0.15 0.09
F 1.649 0.694 -1.323 0.19 0.36 -0.15
C 3.130 2.462 -1.854 0.10 0.01 0.04
F 3.966 1.553 -2.412 -0.21 0.08 0.11
C 3.506 3.797 -1.833 -0.20 -0.06 0.13
C 2.627 4.670 -1.211 0.31 -0.07 -0.22
F 2.985 5.970 -1.100 -0.21 -0.25 -0.03
C 1.416 4.266 -0.701 -0.18 0.10 0.14
F 0.655 5.224 -0.093 0.16 -0.18 -0.12
H -3.688 2.733 -1.943 -0.07 0.02 -0.05
H -3.384 1.035 -2.392 -0.05 -0.02 -0.07
H -2.022 2.132 -2.155 0.08 0.09 -0.13
H -5.009 1.643 -0.002 0.02 0.00 0.00
H -4.082 0.616 1.107 0.01 -0.03 0.03
H -4.442 0.043 -0.530 -0.04 -0.06 -0.01
H -2.372 2.167 1.452 -0.07 0.00 0.10
H -3.337 3.334 0.514 0.05 -0.09 0.07
H -0.973 3.949 0.879 -0.15 0.05 -0.09
H -1.495 3.993 -0.807 -0.01 0.07 0.10
H 4.425 4.134 -2.272 0.21 0.06 -0.03
C -1.989 -2.942 -1.952 0.05 0.08 -0.03
C -1.117 -2.368 -3.032 0.07 -0.13 0.15
C -1.632 -2.087 -4.285 0.02 0.05 -0.03
C -0.821 -1.614 -5.301 0.00 -0.03 -0.06
C 0.535 -1.464 -5.074 -0.07 -0.02 0.02
C 1.092 -1.742 -3.834 0.03 -0.06 0.21
C 2.569 -1.600 -3.615 -0.07 -0.02 0.05
C 0.251 -2.172 -2.796 -0.29 -0.04 -0.98
N 0.721 -2.281 -1.497 0.41 0.06 0.88
C 1.383 -3.233 -0.990 -0.48 -0.01 -1.11
C 1.726 -4.492 -1.734 -0.08 0.13 -0.11
C 1.810 -3.100 0.423 0.28 0.17 1.11
C 2.488 -4.278 1.067 -0.02 0.16 0.14
N 1.582 -2.002 1.013 -0.17 0.01 -0.84
C 1.942 -1.680 2.314 0.41 0.03 0.99
C 1.107 -1.993 3.393 0.00 -0.08 -0.19
C -0.162 -2.756 3.155 0.09 0.10 -0.01
C 1.465 -1.568 4.664 0.04 -0.01 0.02
C 2.623 -0.841 4.876 0.05 0.06 0.05
C 3.436 -0.523 3.803 -0.03 -0.11 0.03
C 3.109 -0.931 2.519 -0.05 -0.18 -0.18
C 3.975 -0.594 1.345 -0.04 0.01 0.04
H -3.029 -2.941 -2.267 -0.10 -0.03 0.02
H -1.898 -2.372 -1.028 -0.05 -0.05 0.06
H -1.697 -3.971 -1.731 -0.03 -0.06 0.06
H -2.687 -2.240 -4.462 -0.12 -0.01 -0.01
H -1.245 -1.372 -6.264 -0.01 0.00 -0.10
H 1.184 -1.126 -5.869 0.05 0.07 -0.06
H 2.995 -0.917 -4.346 0.08 0.03 0.02
H 3.065 -2.567 -3.726 0.08 -0.01 0.02
H 2.777 -1.222 -2.616 0.11 0.09 0.03
H 1.374 -4.407 -2.760 0.01 -0.07 -0.03
H 1.245 -5.349 -1.266 0.03 -0.11 0.03
H 2.800 -4.666 -1.742 0.09 -0.06 0.01
H 3.390 -4.549 0.522 0.07 -0.07 -0.06
H 1.824 -5.141 1.065 -0.01 -0.11 -0.01
H 2.757 -4.042 2.094 0.00 -0.01 0.00
H -0.750 -2.268 2.375 -0.08 -0.06 -0.02
H -0.755 -2.806 4.065 -0.06 -0.04 0.02
H 0.054 -3.772 2.824 -0.09 -0.10 -0.04
H 0.825 -1.810 5.502 -0.08 -0.04 0.04
H 2.891 -0.522 5.872 0.00 0.03 0.09
H 4.340 0.052 3.955 0.06 0.05 0.01
H 4.732 0.136 1.621 0.04 0.04 -0.04
H 3.363 -0.199 0.536 0.04 0.08 -0.15
H 4.479 -1.486 0.970 0.06 -0.02 -0.10
C -0.804 2.283 4.251 0.05 -0.15 -0.13
C 0.686 2.568 4.072 -0.06 -0.13 -0.04
C 0.998 1.879 2.746 0.40 0.34 -0.05
O 0.012 0.861 2.567 -0.11 -0.08 -0.06
C -0.920 0.892 3.635 -0.19 -0.07 0.30
H -1.399 2.999 3.684 -0.06 0.04 -0.02
H -1.120 2.306 5.291 -0.07 0.01 0.04
H 1.257 2.107 4.878 0.02 -0.01 0.06
H 0.914 3.631 4.047 0.05 0.05 0.00
H 1.984 1.412 2.747 -0.06 0.06 -0.03
H 0.933 2.566 1.900 -0.03 -0.01 0.00
H -0.657 0.117 4.369 -0.05 0.06 -0.04
H -1.911 0.665 3.231 0.02 0.03 0.03
```
Forces are in eV/Å.